{
  "formula": "C51H58BF2N8Si",
  "method": "the ωB97M-V functional and the def2-TZVPD basis",
  "elements": ["H", "C", "H", "H", "H", "N", "H", "C", "H", "H", "H", "C", "C", "C", "H", "C", "H", "H", "F", "C", "H", "C", "H", "C", "H", "H", "C", "C", "C", "C", "C", "H", "H", "C", "H", "C", "H", "B", "H", "H", "C", "C", "H", "H", "H", "H", "C", "N", "H", "H", "C", "C", "C", "C", "C", "C", "H", "H", "C", "H", "C", "H", "C", "H", "H", "C", "C", "H", "H", "H", "C", "H", "H", "C", "C", "H", "H", "H", "H", "H", "N", "H", "H", "H", "C", "C", "N", "F", "C", "H", "H", "H", "N", "H", "H", "H", "N", "N", "C", "C", "H", "H", "C", "N", "C", "C", "C", "C", "C", "C", "C", "H", "C", "Si", "C", "H", "C", "H", "C", "C", "H"],
  "xyz": [[0.754251, -3.958997, 1.185674], [-3.597017, -2.357280, -0.693747], [-7.818661, 1.570994, 2.005904], [3.882607, 2.030956, 2.057028], [2.399852, -1.611342, 3.848156], [-11.022331, 0.835652, 1.280623], [-1.098802, 3.311982, 5.128066], [-10.770428, -4.344449, -0.802545], [-6.680549, -1.534250, -1.268166], [0.254417, 2.965515, -4.316842], [4.752431, -0.043668, 3.034090], [-10.829892, -0.396266, 0.810411], [-11.426428, -2.567205, -2.253346], [-9.631681, -4.484439, -1.579598], [4.473379, 5.405918, -4.446151], [12.821283, 2.877392, 3.280264], [3.238806, -2.106413, -0.313946], [0.178838, -4.574066, -0.635569], [-0.453461, -1.701857, 0.734848], [1.290716, -1.201282, -0.830785], [0.851672, -0.207516, -0.635064], [2.564822, 5.172675, -5.415072], [0.595802, 1.208630, -5.851789], [0.288532, -2.230383, -0.324321], [9.575797, 2.185192, -0.952265], [5.045731, -0.016682, 1.238247], [-5.897824, -3.520833, -1.538127], [10.084527, 0.117902, -0.612912], [-3.576237, -3.709191, -1.009933], [9.571460, -1.129686, -0.301834], [1.366728, 4.476066, -5.376005], [0.594083, 4.667516, -6.110937], [2.980056, 4.216059, 2.539992], [-10.258723, -2.794119, -2.966234], [0.574812, 4.558042, 2.714023], [-5.808891, -2.180073, -1.201800], [-1.580303, 0.870819, 5.189154], [0.820984, -3.749827, -0.009585], [2.755225, 5.919735, -6.174379], [-9.491798, -2.013827, 0.344852], [-2.374084, 1.590245, 5.338026], [-0.107043, 0.452683, -5.514481], [-5.686717, 1.875623, 5.929657], [12.916654, 3.805879, 3.833369], [4.976678, -1.552617, 2.043625], [14.457532, 0.034110, 2.506294], [-4.656113, 2.149936, 5.748140], [11.664954, 2.707467, 2.641414], [-8.884530, -5.233238, -1.338707], [7.149584, 1.781172, -0.547312], [2.805088, 2.127292, 2.126471], [2.310132, 3.376234, 2.392353], [-4.281981, 3.483655, 5.690745], [-2.106346, 2.950717, 5.302871], [7.866134, 0.968937, -0.485918], [0.953166, 3.566389, 2.491037], [-2.699607, -1.860822, -0.350350], [-2.499355, -2.143606, -4.134404], [13.854776, 1.952981, 3.262823], [-5.015644, 4.272053, 5.824134], [4.577166, -0.535787, 2.078905], [-4.779176, -5.352716, -1.694024], [-1.675373, -1.285880, -5.931359], [-6.839450, -3.939695, -1.866885], [-0.059723, 0.418467, 1.909625], [-0.796980, -0.331652, -6.424226], [2.678169, -1.183298, -0.167582], [12.299558, -0.314406, 1.302647], [1.991426, -3.915158, -0.319446], [-10.015537, -2.196158, -3.837854], [0.611863, 1.260002, 2.042384], [-3.928596, 0.132037, 5.601174], [3.258481, -0.414615, -0.701642], [2.193823, 3.324104, -3.464294], [1.973197, 1.045847, 1.956693], [2.297140, -2.916519, 2.678919], [11.146391, 0.249582, -0.780229], [-11.724461, -0.911585, 0.477267], [0.912110, -1.854036, 2.952598], [7.755730, -2.203308, 0.143815], [-9.365438, -3.729166, -2.646950], [1.365914, -1.276759, -1.915782], [-12.581533, -3.216643, -0.563896], [-1.180754, -0.636663, -2.661061], [8.203036, -1.245228, -0.099206], [-8.657615, 0.983247, 1.658999], [-4.687672, -1.590382, -0.783792], [-0.668274, -2.327909, -1.374964], [-9.587832, -1.008986, 0.735024], [-0.649632, -0.200047, -7.488186], [-7.489958, -0.740861, 1.124263], [-2.233348, -1.921989, -6.607946], [-3.032964, 3.894119, 5.473127], [14.773841, 2.145815, 3.799559], [10.562785, 1.468919, 1.445618], [-0.959281, 2.647950, 2.351263], [-0.240056, 0.348368, -4.192691], [7.354739, -0.224530, -0.185903], [0.115569, 2.504394, 2.296822], [1.998294, -1.884386, 2.860334], [-10.933723, -4.983809, 0.054402], [2.083237, 2.595570, -2.668955], [3.519903, 4.887368, -4.452461], [3.353027, 3.983476, -3.487669], [-11.682411, -3.362472, -1.150309], [-8.478649, -0.300104, 1.168741], [-9.943924, 1.500410, 1.695042], [-1.091154, -0.572676, -3.736081], [13.675771, 0.782719, 2.543540], [11.510461, 1.576277, 1.951575], [12.479582, 0.586241, 1.873396], [-12.111949, -1.786690, -2.554147], [-1.826715, -1.412025, -4.561327], [2.727971, -0.660997, 1.640930], [-4.752734, -4.299722, -1.439804], [10.214358, -1.996010, -0.218162], [9.216135, 1.193972, -0.710132], [-2.657621, -4.274549, -0.917274], [1.173259, 3.531272, -4.382430], [-3.677932, 1.184802, 5.566139], [-10.129535, 2.499977, 2.073701]],
  "forces_ev_per_angstrom": [[-0.145, -0.051, 0.133], [-0.015, 0.330, 0.125], [-0.006, 0.009, -0.006], [0.009, -0.210, -0.024], [-0.014, 0.048, -0.078], [0.097, -0.044, 0.004], [0.020, -0.081, -0.029], [-0.001, 0.004, -0.003], [-0.040, -0.058, -0.049], [0.044, -0.054, 0.100], [0.204, -0.077, -0.022], [-0.052, 0.074, 0.021], [0.022, -0.036, 0.000], [0.160, 0.030, -0.141], [-0.021, 0.034, -0.046], [-0.107, 0.080, -0.016], [-0.210, -0.177, 0.116], [-0.278, 0.039, -0.004], [-0.023, 0.465, -0.002], [-0.206, 0.791, 0.672], [-0.090, -0.066, -0.213], [-0.007, -0.017, -0.008], [-0.008, -0.036, -0.094], [0.728, -1.561, -0.783], [-0.021, 0.008, 0.012], [0.268, 0.196, 0.305], [-0.014, -0.067, 0.024], [-0.002, -0.061, -0.181], [-0.027, -0.127, -0.046], [0.005, 0.051, 0.004], [-0.027, 0.010, -0.021], [0.001, -0.001, 0.009], [0.038, -0.036, -0.032], [0.162, 0.013, -0.091], [-0.133, -0.064, -0.036], [0.007, 0.113, 0.032], [0.016, 0.029, -0.036], [0.267, -0.106, 0.262], [0.023, 0.000, 0.010], [-0.016, 0.009, -0.023], [-0.015, -0.012, 0.015], [0.094, 0.019, 0.048], [-0.005, 0.021, -0.007], [0.056, -0.019, 0.014], [0.081, 0.041, 0.307], [-0.007, 0.004, 0.004], [0.036, 0.009, -0.007], [0.161, -0.100, -0.001], [-0.035, -0.021, 0.044], [0.041, 0.028, -0.023], [1.032, 0.235, -0.058], [0.239, 0.846, 0.243], [0.044, 0.103, -0.017], [0.053, 0.182, 0.004], [-0.147, -0.009, 0.023], [0.135, 1.018, 0.146], [0.047, -0.097, -0.008], [0.032, 0.008, 0.061], [-0.017, -0.016, -0.014], [-0.041, -0.044, 0.008], [-0.752, -0.114, -0.810], [0.003, 0.006, -0.001], [-0.033, -0.032, -0.012], [0.004, 0.062, -0.076], [-0.072, 0.052, -0.044], [-0.018, -0.030, 0.024], [-0.179, 0.539, -0.157], [-0.033, -0.004, 0.015], [0.091, 0.167, -0.154], [-0.044, 0.032, 0.015], [-0.257, -1.067, -0.152], [0.006, 0.007, -0.015], [0.012, 0.017, 0.129], [0.135, -0.036, 0.131], [0.429, -1.091, -0.359], [-0.061, 0.043, -0.250], [-0.009, 0.023, -0.025], [0.038, -0.053, -0.011], [0.010, -0.074, -0.231], [0.047, -0.016, 0.003], [-0.176, -0.044, 0.170], [0.056, -0.310, 0.037], [0.002, -0.008, -0.009], [-0.027, -0.090, -0.012], [-0.161, -0.055, 0.040], [-0.046, -0.016, 0.000], [-0.089, -0.217, -0.025], [-0.273, 0.394, 0.108], [-0.002, 0.037, 0.001], [0.022, 0.012, 0.008], [-0.001, 0.015, -0.018], [0.005, 0.003, 0.004], [-0.053, -0.145, 0.027], [-0.012, 0.017, 0.009], [-0.029, -0.069, 0.027], [0.024, 0.009, 0.014], [-0.141, -0.015, -0.177], [0.205, 0.066, -0.071], [-1.488, 0.296, 0.155], [0.000, 0.238, 0.561], [0.022, -0.007, -0.007], [-0.076, -0.031, -0.046], [0.071, -0.044, 0.096], [-0.104, 0.035, -0.115], [-0.168, 0.008, 0.076], [0.110, -0.064, 0.004], [-0.105, 0.027, -0.009], [0.065, 0.245, 0.150], [0.052, -0.057, -0.011], [-0.002, 0.182, 0.179], [0.037, 0.060, 0.035], [0.021, 0.008, -0.012], [0.005, 0.009, -0.104], [0.517, -0.585, 0.324], [0.024, 0.025, 0.027], [-0.026, -0.017, -0.001], [-0.029, -0.072, -0.061], [0.063, 0.105, 0.009], [-0.033, 0.091, -0.042], [-0.027, -0.072, 0.012], [0.060, 0.006, 0.004]],
  "charge": -1,
  "total_energy_ev": -79738.356,
  "gap_ev": 7.57,
  "e_lumo_ev": 1.977
}